1.
Entry from the OMol25 dataset: a structure of composition C48H34N7O8P2PtSSe2 (wB97M-V/def2-TZVPD).

Cartesian coordinates (Å):
Pt: -0.9921 0.3125 0.0623
O: -1.6450 -2.9287 -0.3721
S: -2.0624 -2.7214 1.0464
O: -1.4121 -3.6727 1.9649
N: -1.1510 -1.2244 1.3597
C: -0.5706 -0.9354 2.5569
C: -0.7412 -1.5502 3.8023
C: 0.0229 -1.1529 4.9049
C: 0.9984 -0.1823 4.8466
C: 1.2032 0.4770 3.6222
C: 2.2005 1.4522 3.3825
C: 2.3368 2.0144 2.1442
C: 1.4361 1.6667 1.1241
N: 0.4773 0.7970 1.3351
C: 0.3734 0.1439 2.5313
C: -4.3198 0.1169 0.2865
C: -4.9867 -0.5804 1.2730
C: -5.6520 0.1420 2.2518
C: -5.6341 1.5304 2.2315
C: -4.9494 2.2076 1.2301
C: -4.2844 1.4988 0.2406
H: -1.4523 -2.3535 3.8970
H: -0.1552 -1.6533 5.8502
H: 1.5967 0.0799 5.7098
H: 2.8705 1.7302 4.1884
H: 3.1103 2.7421 1.9374
H: 1.4741 2.1103 0.1371
H: -4.9512 -1.6620 1.2737
H: -6.1670 -0.3841 3.0451
H: -6.1476 2.0885 3.0040
H: -4.9227 3.2898 1.2186
H: -3.7421 2.0026 -0.5513
Se: -3.7993 -2.2477 -5.8989
P: -4.3885 -2.6214 -3.9230
C: -6.1303 -2.1535 -3.6603
C: -6.9124 -2.7955 -2.7033
C: -8.1900 -2.3340 -2.4296
C: -8.6863 -1.2233 -3.0990
C: -7.9142 -0.5899 -4.0625
C: -6.6384 -1.0573 -4.3477
C: -4.3144 -4.3521 -3.4219
C: -3.5463 -4.7766 -2.3454
C: -3.5092 -6.1310 -2.0289
C: -4.2296 -7.0440 -2.7808
C: -4.9982 -6.6145 -3.8595
C: -5.0405 -5.2705 -4.1836
C: -3.5354 -1.6909 -2.5736
C: -2.3127 -1.0038 -2.3495
N: -2.4772 -0.3151 -1.2173
N: -3.6800 -0.6189 -0.7682
N: -4.3481 -1.4085 -1.5509
P: -0.6852 -0.8234 -3.2279
Se: 1.0548 -0.6730 -2.0677
C: -0.5812 -2.2842 -4.2678
C: -0.6877 -3.5204 -3.6329
C: -0.5392 -4.6813 -4.3737
C: -0.2502 -4.6052 -5.7299
C: -0.1106 -3.3704 -6.3488
C: -0.2826 -2.2033 -5.6201
C: -1.0067 0.6235 -4.2756
C: 0.0298 1.5183 -4.5129
C: -0.1837 2.6293 -5.3153
C: -1.4294 2.8457 -5.8842
C: -2.4645 1.9498 -5.6538
C: -2.2574 0.8414 -4.8482
H: -6.5158 -3.6492 -2.1683
H: -8.7938 -2.8332 -1.6823
H: -9.6765 -0.8511 -2.8671
H: -8.3043 0.2684 -4.5951
H: -6.0332 -0.5866 -5.1131
H: -2.9975 -4.0728 -1.7265
H: -2.9159 -6.4571 -1.1836
H: -4.2021 -8.0965 -2.5252
H: -5.5573 -7.3299 -4.4493
H: -5.6216 -4.9267 -5.0315
H: -0.8751 -3.5612 -2.5629
H: -0.6414 -5.6443 -3.8895
H: -0.1340 -5.5138 -6.3082
H: 0.1104 -3.3163 -7.4072
H: -0.1935 -1.2379 -6.1037
H: 0.9888 1.3497 -4.0401
H: 0.6186 3.3378 -5.4755
H: -1.5984 3.7189 -6.5021
H: -3.4379 2.1150 -6.0983
H: -3.0680 0.1430 -4.6855
O: -1.2884 4.2247 -1.5115
C: -1.1192 3.2727 -0.7599
O: -1.0049 2.0531 -1.1165
C: -1.0164 3.5867 0.7193
C: -1.7214 2.8876 1.6909
C: -1.5306 3.2098 3.0194
C: -0.6666 4.2024 3.4338
C: 0.0020 4.8910 2.4437
C: -0.1614 4.6092 1.1023
N: 0.9539 5.9524 2.8404
O: 1.0442 6.2167 4.0230
O: 1.5904 6.4909 1.9568
N: -2.2654 2.4381 4.0522
O: -2.1565 2.8093 5.2069
O: -2.9312 1.4983 3.6724
H: -2.4131 2.0949 1.4333
H: -0.5228 4.4223 4.4800
H: 0.3825 5.1744 0.3589

Output
total charge: -1
HOMO (spin up / spin down): -4.3 / -4.3 eV
LUMO (spin up / spin down): 1.23 / 1.23 eV
molecular weight: 1283.9 g mol⁻¹
energy above the lowest of the compared OMol25 structures with the same formula, charge and spin: 29.4 kJ/mol
E_tot: -240490.206 eV
Kohn-Sham gap (spin up / spin down): 5.513 / 5.514 eV

---

2.
Entry from the OMol25 dataset: a cluster of 3 separate species, C48H35FN2O7 in total (wB97M-V/def2-TZVPD).

Cartesian coordinates (Å):
C: 3.2616 2.3246 3.7306
C: 3.8075 3.3638 2.7515
F: 3.9574 4.6041 3.4022
C: 2.9709 3.5588 1.5062
C: 3.4173 3.0311 0.2781
C: 4.6507 2.1698 0.1089
C: 4.2594 0.7559 -0.3386
C: 3.5591 0.0608 0.8118
N: 2.1952 -0.1546 0.7216
O: 4.1860 -0.2666 1.7991
C: 2.6800 3.2648 -0.8898
C: 1.5264 4.0053 -0.8068
C: 1.0735 4.4996 0.4089
C: 1.7488 4.2575 1.5920
C: 1.1174 4.6720 2.8945
C: -0.1581 3.9066 3.1922
C: -1.1644 4.5085 3.9442
C: -2.3281 3.8205 4.2613
C: -2.5153 2.5154 3.8208
C: -1.5217 1.9079 3.0610
C: -0.3556 2.5998 2.7525
C: -0.1676 5.2807 0.1410
O: -0.9134 5.8413 0.8984
N: -0.3273 5.2843 -1.2682
C: 0.5640 4.3851 -1.8728
O: 0.5128 4.0130 -3.0154
H: 3.2632 2.7273 4.7415
H: 2.2506 2.0120 3.4709
H: 3.8928 1.4358 3.7202
H: 4.8167 3.0908 2.4576
H: 5.2802 2.6108 -0.6642
H: 5.2299 2.0680 1.0201
H: 5.1425 0.1609 -0.5674
H: 3.6320 0.7963 -1.2286
H: 1.7526 0.3190 -0.0548
H: 1.7310 0.0820 1.5900
H: 3.0216 2.8802 -1.8428
H: 0.8678 5.7320 2.8514
H: 1.8000 4.5061 3.7210
H: -1.0466 5.5313 4.2800
H: -3.0948 4.3095 4.8477
H: -3.4113 1.9581 4.0586
H: -1.6646 0.8920 2.7145
H: 0.3943 2.1003 2.1468
H: -1.2721 5.3489 -1.6193
O: 2.4741 -1.4124 -2.8150
C: 2.4075 -1.8773 -3.9341
C: 1.7427 -1.1239 -5.0344
C: 1.2231 0.1377 -4.7690
C: 0.6292 0.8694 -5.7826
C: 0.5494 0.3413 -7.0671
C: 1.0568 -0.9189 -7.3360
C: 1.6545 -1.6567 -6.3218
C: 2.1893 -3.0139 -6.6307
O: 2.0733 -3.4971 -7.7364
C: 2.8775 -3.7553 -5.5340
C: 3.4169 -5.0068 -5.8025
C: 4.0757 -5.7036 -4.8038
C: 4.1988 -5.1546 -3.5320
C: 3.6569 -3.9110 -3.2562
C: 2.9938 -3.2080 -4.2546
H: 1.2938 0.5397 -3.7680
H: 0.2323 1.8539 -5.5724
H: 0.0911 0.9170 -7.8602
H: 0.9984 -1.3411 -8.3295
H: 3.3154 -5.4215 -6.7957
H: 4.4960 -6.6779 -5.0152
H: 4.7173 -5.7001 -2.7547
H: 3.7398 -3.4757 -2.2699
O: -3.8894 -1.0905 3.5801
C: -4.4838 -2.0033 3.0460
C: -5.2985 -1.7750 1.8188
C: -5.3509 -0.4981 1.2727
C: -6.0823 -0.2698 0.1199
C: -6.7643 -1.3153 -0.4934
C: -6.7228 -2.5874 0.0512
C: -5.9928 -2.8218 1.2096
C: -5.9738 -4.1971 1.7863
O: -6.6137 -5.0957 1.2839
C: -5.1391 -4.4291 3.0000
C: -5.0757 -5.7079 3.5387
C: -4.2915 -5.9493 4.6537
C: -3.5666 -4.9150 5.2359
C: -3.6319 -3.6370 4.7080
C: -4.4193 -3.3886 3.5905
H: -4.8141 0.3058 1.7574
H: -6.1214 0.7247 -0.3046
H: -7.3298 -1.1354 -1.3980
H: -7.2524 -3.4080 -0.4124
H: -5.6422 -6.5033 3.0747
H: -4.2420 -6.9462 5.0711
H: -2.9504 -5.1079 6.1040
H: -3.0767 -2.8232 5.1533

Output
total charge: 0
HOMO: -9.0 eV
SMILES: C[C@H](F)c1c(CCC(N)=O)cc2c(c1Cc1ccccc1)C(=O)NC2=O.O=C1c2ccccc2C(=O)c2ccccc21.O=C1c2ccccc2C(=O)c2ccccc21
LUMO: -1.07 eV
molecular weight: 770.8 g mol⁻¹
E_tot: -70377.571 eV
Kohn-Sham gap: 7.982 eV

---

3.
Entry from the OMol25 dataset: a structure of composition C48H38O2P2PdS2 (wB97M-V/def2-TZVPD).

Cartesian coordinates (Å):
Pd: -0.7349 1.1067 0.0664
O: 1.4328 -1.0120 -1.0207
S: 1.3297 0.1038 -0.0826
C: 2.0184 -0.4652 1.4787
C: 3.2193 -1.1513 1.4944
C: 3.6969 -1.6549 2.6937
C: 2.9398 -1.5255 3.8473
C: 1.7095 -0.8887 3.8130
C: 1.2357 -0.3283 2.6284
P: -0.4040 0.5012 2.5334
C: -1.2163 0.1864 4.1346
C: -1.4327 1.1781 5.0897
C: -2.1667 0.8842 6.2275
C: -2.7075 -0.3802 6.4092
C: -2.5027 -1.3674 5.4552
C: -1.7707 -1.0830 4.3179
C: 0.1060 2.2703 2.5326
C: -0.5367 3.0829 1.5803
C: -0.1776 4.4155 1.4455
C: 0.8169 4.9424 2.2564
C: 1.4517 4.1452 3.1976
C: 1.1075 2.8087 3.3326
C: 2.4316 1.3386 -0.7975
C: 3.7513 1.5199 -0.4362
C: 4.5633 2.3229 -1.2261
C: 4.0495 2.9269 -2.3619
C: 2.7039 2.8080 -2.6727
C: 1.8703 2.0132 -1.8889
P: 0.0500 1.9897 -2.1103
C: -0.4751 0.4589 -2.9498
C: 0.3068 -0.3532 -3.7605
C: -0.2749 -1.4442 -4.3878
C: -1.6251 -1.7133 -4.2254
C: -2.4064 -0.9034 -3.4135
C: -1.8307 0.1687 -2.7583
C: -0.2477 3.2612 -3.3801
C: -0.4413 2.9004 -4.7120
C: -0.6583 3.8799 -5.6640
C: -0.6952 5.2158 -5.2972
C: -0.5031 5.5773 -3.9722
C: -0.2861 4.6058 -3.0120
H: 3.7572 -1.3049 0.5721
H: 4.6512 -2.1553 2.7234
H: 3.3006 -1.9366 4.7787
H: 1.1080 -0.8303 4.7081
H: -1.0280 2.1703 4.9507
H: -2.3321 1.6537 6.9676
H: -3.3036 -0.5906 7.2842
H: -2.9347 -2.3482 5.5889
H: -1.6300 -1.8437 3.5613
H: -1.4103 2.6698 1.0126
H: -0.6832 5.0472 0.7317
H: 1.0912 5.9807 2.1601
H: 2.2190 4.5651 3.8294
H: 1.6063 2.1850 4.0611
H: 4.1477 1.0448 0.4477
H: 5.5997 2.4548 -0.9603
H: 4.6934 3.5135 -2.9988
H: 2.2990 3.3310 -3.5264
H: 1.3583 -0.1398 -3.8915
H: 0.3289 -2.0732 -5.0225
H: -2.0778 -2.5511 -4.7328
H: -3.4604 -1.1030 -3.3013
H: -2.4308 0.8159 -2.1089
H: -0.4181 1.8614 -5.0061
H: -0.8075 3.5953 -6.6944
H: -0.8823 5.9736 -6.0410
H: -0.5324 6.6178 -3.6877
H: -0.1439 4.8823 -1.9754
O: -1.2819 -1.1266 -0.0778
S: -0.8592 -2.1536 -1.0834
C: -2.3644 -3.1836 -1.1808
C: -2.3702 -4.2975 -2.0005
C: -3.5310 -5.0506 -2.0973
C: -4.6631 -4.6764 -1.3892
C: -4.6378 -3.5588 -0.5699
C: -3.4850 -2.7954 -0.4740
C: 0.1862 -3.2737 -0.1394
C: 0.1533 -3.2203 1.2407
C: 1.0046 -4.0294 1.9706
C: 1.8903 -4.8666 1.3092
C: 1.9244 -4.9023 -0.0766
C: 1.0735 -4.0953 -0.8124
H: -1.4856 -4.5771 -2.5512
H: -3.5481 -5.9221 -2.7340
H: -5.5704 -5.2537 -1.4776
H: -5.5124 -3.2713 -0.0057
H: -3.4550 -1.9052 0.1373
H: -0.5296 -2.5329 1.7217
H: 0.9810 -4.0091 3.0498
H: 2.5633 -5.4890 1.8773
H: 2.6219 -5.5506 -0.5823
H: 1.1126 -4.0862 -1.8900

Output
total charge: +2
HOMO (spin up / spin down): -13.2 / -13.5 eV
spin multiplicity: 3
LUMO (spin up / spin down): -5.17 / -7.74 eV
molecular weight: 879.3 g mol⁻¹
energy above the lowest of the compared OMol25 structures with the same formula, charge and spin: 174.5 kJ/mol
E_tot: -98199.995 eV
Kohn-Sham gap (spin up / spin down): 8.009 / 5.761 eV

---

4.
Entry from the OMol25 dataset: a structure of composition C48H39BN16O2SSeSr (wB97M-V/def2-TZVPD).

Cartesian coordinates (Å):
Sr: -0.3501 -0.1708 1.0478
C: -2.8945 1.8549 -3.8884
C: -2.8728 0.6838 -3.1066
N: -2.3888 0.9168 -1.9042
N: -2.0813 2.2422 -1.8816
C: -2.3868 2.8280 -3.0639
B: -1.5521 2.7132 -0.5573
N: -2.5302 2.2803 0.5641
C: -3.7581 2.8249 0.6566
C: -4.4383 2.2071 1.6804
C: -3.5276 1.2680 2.1693
N: -2.3826 1.3121 1.4983
N: -0.0853 1.9727 -0.3373
C: 2.2437 2.1838 -1.3906
C: 2.7234 2.2403 -0.0145
C: 1.8198 2.3160 1.0069
N: 0.4932 2.2557 0.8466
N: -1.3410 4.2116 -0.4356
C: -1.2378 4.9199 0.7161
C: -0.8757 6.2027 0.3942
C: -0.7751 6.1887 -1.0091
N: -1.0460 4.9942 -1.5030
H: -3.2559 1.9790 -4.8933
H: -3.1919 -0.3109 -3.3729
H: -2.2091 3.8773 -3.2157
H: -4.0606 3.6096 -0.0159
H: -5.4398 2.4014 2.0167
H: -3.6496 0.5617 2.9762
H: 2.8027 1.5475 -2.0705
H: 3.7860 2.1864 0.1610
H: 2.1331 2.3956 2.0390
H: -1.4421 4.4642 1.6691
H: -0.7288 7.0292 1.0653
H: -0.5300 7.0003 -1.6745
O: 1.2232 -4.6958 -4.4306
C: 1.6498 -3.5563 -4.3228
O: 2.5966 -2.9775 -4.9161
C: 0.9290 -2.6636 -3.2967
C: 0.2486 -3.2416 -2.2403
C: -0.2161 -2.4331 -1.2149
N: -0.1206 -1.0903 -1.2836
C: 0.4172 -0.5189 -2.3634
C: 1.0024 -1.2892 -3.3627
C: 0.4300 0.9633 -2.5855
C: 0.3913 1.4504 -3.8326
C: 0.6847 2.8206 -4.2075
C: 1.1876 3.6718 -3.3193
C: 1.3576 3.2570 -1.9183
N: 0.7542 1.9333 -1.5213
C: -0.8402 -3.0794 -0.0009
C: -0.7061 -4.4518 0.2251
C: -1.2875 -5.0150 1.3451
C: -1.9915 -4.2141 2.2330
C: -2.0779 -2.8659 1.9522
N: -1.5255 -2.3231 0.8615
H: 0.1485 -4.3156 -2.2550
H: 1.5657 -0.8489 -4.1720
H: 0.1702 0.7498 -4.6241
H: 0.4966 3.1265 -5.2261
H: 1.3885 4.7078 -3.5480
H: 1.0989 4.0058 -1.1789
H: -0.1379 -5.0703 -0.4500
H: -1.1866 -6.0765 1.5251
H: -2.4618 -4.6232 3.1152
H: -2.6267 -2.1902 2.5991
N: 2.4543 -2.5382 4.1240
C: 3.4999 -3.2467 3.4773
C: 4.4398 -3.9101 4.2447
C: 5.4854 -4.5892 3.6322
C: 5.5941 -4.5898 2.2527
C: 4.6541 -3.9169 1.4835
C: 3.5997 -3.2593 2.0940
S: 2.4086 -2.4528 1.0723
N: 1.4460 -1.6086 2.2106
C: 1.5858 -1.7109 3.4786
C: 0.7335 -0.8267 4.3520
C: 0.6236 -1.0239 5.7218
C: -0.1143 -0.1186 6.4715
C: -0.7199 0.9464 5.8337
C: -0.5926 1.0435 4.4546
N: 0.1085 0.1789 3.7294
H: 2.5878 -2.3902 5.1091
H: 4.3545 -3.8996 5.3248
H: 6.2120 -5.1110 4.2382
H: 6.4087 -5.1092 1.7690
H: 4.7408 -3.8954 0.4045
H: 1.0714 -1.8742 6.2148
H: -0.2113 -0.2504 7.5403
H: -1.2946 1.6822 6.3761
H: -1.0824 1.8369 3.9023
C: 7.1843 0.3062 -2.3766
N: 6.3591 -0.4370 -3.3016
C: 5.1114 -0.9108 -3.0659
Se: 4.1491 -0.7134 -1.4815
N: 4.7062 -1.5732 -4.1548
C: 5.7068 -1.5537 -5.1098
C: 5.7705 -2.1122 -6.3782
C: 6.9424 -1.9037 -7.0837
C: 8.0056 -1.1691 -6.5445
C: 7.9397 -0.6161 -5.2767
C: 6.7640 -0.8280 -4.5711
H: 6.6144 0.4630 -1.4647
H: 7.4608 1.2657 -2.8143
H: 8.0895 -0.2576 -2.1494
H: 3.8086 -2.1066 -4.3178
H: 4.9417 -2.6855 -6.7685
H: 7.0455 -2.3220 -8.0750
H: 8.9031 -1.0340 -7.1323
H: 8.7667 -0.0552 -4.8649

Output
total charge: +1
HOMO (spin up / spin down): -9.2 / -9.2 eV
spin multiplicity: 2
LUMO (spin up / spin down): -2.97 / -4.15 eV
molecular weight: 1081.4 g mol⁻¹
energy above the lowest of the compared OMol25 structures with the same formula, charge and spin: 438.5 kJ/mol
E_tot: -156036.731 eV
Kohn-Sham gap (spin up / spin down): 6.253 / 5.076 eV

---

5.
Entry from the OMol25 dataset: a structure of composition C48H40AsP2PdSe2 (wB97M-V/def2-TZVPD).

Cartesian coordinates (Å):
Pd: -0.6713 -1.6010 -0.6509
Se: -0.7097 0.3816 1.0484
P: -2.2971 -1.0698 1.5028
Se: -1.5525 -3.0862 1.2666
C: -2.8838 -0.7676 3.2005
C: -2.7558 -1.7685 4.1536
C: -3.2005 -1.5464 5.4442
C: -3.7622 -0.3234 5.7790
C: -3.8736 0.6807 4.8283
C: -3.4183 0.4712 3.5399
C: -3.7392 -0.9272 0.3522
C: -3.6604 -1.5812 -0.8754
C: -4.7142 -1.5415 -1.7686
C: -5.8638 -0.8439 -1.4419
C: -5.9588 -0.2111 -0.2146
C: -4.9067 -0.2511 0.6863
H: -2.2970 -2.7121 3.8813
H: -3.1137 -2.3257 6.1867
H: -4.0948 -0.1428 6.7889
H: -4.3200 1.6271 5.0924
H: -3.4584 1.2626 2.8009
H: -2.7772 -2.1905 -1.1369
H: -4.6387 -2.0612 -2.7103
H: -6.6895 -0.8184 -2.1344
H: -6.8667 0.3087 0.0469
H: -5.0081 0.2213 1.6504
C: 5.9809 -4.1106 -1.5971
C: 5.8993 -3.3630 -0.4352
C: 4.7080 -2.7521 -0.0791
C: 3.5859 -2.9046 -0.8822
C: 3.6748 -3.6422 -2.0595
C: 4.8657 -4.2501 -2.4074
As: 1.7857 -2.3050 -0.3356
C: 2.1107 -1.8522 1.5336
C: 1.6346 -2.5124 2.6566
C: 1.9322 -2.0243 3.9193
C: 2.6931 -0.8778 4.0649
C: 3.1436 -0.1952 2.9463
C: 2.8395 -0.6714 1.6870
C: 0.9762 -4.0782 -0.4982
C: 1.2081 -5.1190 0.3915
C: 0.4643 -6.2854 0.3000
C: -0.4834 -6.4317 -0.7011
C: -0.6570 -5.4360 -1.6496
C: 0.0641 -4.2576 -1.5436
H: 6.9103 -4.5796 -1.8811
H: 6.7630 -3.2569 0.2036
H: 4.6498 -2.1770 0.8362
H: 2.7995 -3.7611 -2.6925
H: 4.9228 -4.8427 -3.3068
H: 1.0341 -3.4098 2.5606
H: 1.5710 -2.5510 4.7905
H: 2.9389 -0.5082 5.0474
H: 3.7284 0.7042 3.0565
H: 3.1707 -0.1425 0.7933
H: 1.9706 -5.0055 1.1544
H: 0.6155 -7.0738 1.0228
H: -1.0917 -7.3217 -0.7525
H: -1.3633 -5.5771 -2.4565
H: -0.0326 -3.4728 -2.3081
C: -4.2178 -1.5740 -5.5739
C: -4.0594 -0.2394 -5.2348
C: -3.0796 0.1449 -4.3364
C: -2.2548 -0.8154 -3.7624
C: -2.4285 -2.1572 -4.0896
C: -3.3995 -2.5341 -4.9987
P: -0.8268 -0.4095 -2.7042
C: -1.0669 1.3381 -2.2861
C: -0.0724 2.2867 -2.4963
C: -0.2980 3.6045 -2.1348
C: -1.4950 3.9765 -1.5450
C: -2.4665 3.0218 -1.2891
C: -2.2592 1.7089 -1.6639
C: 0.4563 -0.3209 -3.9883
C: 0.1934 0.3825 -5.1616
C: 1.1725 0.4895 -6.1289
C: 2.4107 -0.1078 -5.9385
C: 2.6656 -0.8208 -4.7795
C: 1.6888 -0.9264 -3.8057
H: -4.9676 -1.8720 -6.2921
H: -4.6885 0.5150 -5.6813
H: -2.9497 1.1871 -4.0827
H: -1.8007 -2.9079 -3.6209
H: -3.5174 -3.5740 -5.2647
H: 0.8671 1.9935 -2.9453
H: 0.4611 4.3444 -2.3338
H: -1.6820 5.0090 -1.2916
H: -3.3938 3.3109 -0.8164
H: -3.0263 0.9622 -1.4939
H: -0.7716 0.8447 -5.3067
H: 0.9709 1.0415 -7.0347
H: 3.1821 -0.0143 -6.6885
H: 3.6236 -1.2913 -4.6257
H: 1.8782 -1.4681 -2.8797

Output
total charge: +1
HOMO (spin up / spin down): -10.2 / -10.2 eV
LUMO (spin up / spin down): -4.59 / -4.63 eV
molecular weight: 1018.1 g mol⁻¹
E_tot: -264009.741 eV
Kohn-Sham gap (spin up / spin down): 5.611 / 5.564 eV